{
  "formula": "C18H30N3",
  "method": "ωB97M-V with the def2-TZVPD basis set",
  "species": ["N", "N", "N", "C", "C", "C", "C", "C", "C", "C", "C", "C", "C", "C", "C", "C", "C", "C", "C", "C", "C", "H", "H", "H", "H", "H", "H", "H", "H", "H", "H", "H", "H", "H", "H", "H", "H", "H", "H", "H", "H", "H", "H", "H", "H", "H", "H", "H", "H", "H", "H"],
  "positions_angstrom": [[1.371, -1.529, 1.635], [-4.323, -1.784, 2.640], [0.005, 1.707, -2.799], [4.085, 0.926, -2.231], [-4.561, 0.850, 0.386], [-5.381, 0.394, 1.596], [0.799, 1.025, -0.595], [0.628, -3.970, 2.305], [-4.784, -0.834, 2.185], [3.101, 3.271, -1.931], [-1.196, -3.076, 3.843], [-0.748, 0.560, -2.932], [1.540, 3.371, -1.687], [4.448, -0.476, -1.582], [1.049, -2.595, 1.927], [-3.115, 1.186, 0.741], [-0.861, -3.981, 2.663], [0.788, 2.008, -1.685], [0.050, -0.231, -0.670], [3.826, 2.080, -1.182], [-0.752, -0.465, -1.903], [-2.582, 0.312, 1.124], [-1.453, -3.669, 1.797], [3.324, 3.225, -3.032], [0.820, -4.641, 1.466], [-5.033, 1.732, -0.052], [-3.070, 1.974, 1.497], [3.335, 1.750, -0.234], [-5.408, 1.177, 2.357], [1.230, -4.306, 3.152], [-2.578, 1.533, -0.144], [-1.161, -5.004, 2.904], [3.584, -1.195, -1.580], [4.936, -0.368, -0.581], [1.390, 1.239, 0.332], [-0.044, 2.384, -3.565], [4.846, 2.471, -0.889], [-0.974, -2.028, 3.623], [-0.631, -3.367, 4.732], [-1.371, 0.396, -3.842], [-1.342, -1.397, -2.046], [-6.408, 0.180, 1.295], [3.223, 0.824, -2.956], [-2.258, -3.139, 4.078], [1.118, 3.961, -2.557], [-4.566, 0.069, -0.379], [0.078, -0.992, 0.156], [5.220, -0.948, -2.262], [4.997, 1.236, -2.822], [3.550, 4.226, -1.543], [1.259, 3.930, -0.758]],
  "homo_lumo_gap_ev": 9.55,
  "charge": 1,
  "relative_energy_kj_mol": 201.4,
  "fmax_ev_per_a": 3.06
}

=====

{
  "formula": "C2H11N3O2",
  "method": "ωB97M-V with the def2-TZVPD basis set",
  "species": ["O", "O", "N", "N", "N", "C", "C", "H", "H", "H", "H", "H", "H", "H", "H", "H", "H", "H"],
  "positions_angstrom": [[3.650, -0.095, 0.787], [-3.210, 0.496, -1.462], [-0.442, 0.203, -0.444], [-0.742, -0.238, 1.807], [0.953, -1.377, 0.594], [0.015, -0.515, 0.650], [0.545, 0.455, -1.478], [0.023, 0.548, -2.420], [-1.437, 0.272, -0.340], [-3.791, 1.240, -1.653], [-0.249, -0.541, 2.630], [1.235, -0.390, -1.521], [-1.010, 0.733, 1.832], [3.278, 0.718, 1.142], [-3.800, -0.222, -1.206], [1.008, -1.946, 1.428], [1.034, 1.400, -1.276], [2.940, -0.742, 0.930]],
  "homo_lumo_gap_ev": 9.14,
  "smiles": "[H]/N=C(\\N)NC.O.O",
  "relative_energy_kj_mol": 80.5,
  "fmax_ev_per_a": 3.01
}

=====

{
  "formula": "C21H30N8OS2W",
  "method": "ωB97M-V with the def2-TZVPD basis set",
  "species": ["W", "S", "S", "O", "N", "N", "N", "N", "N", "N", "N", "N", "C", "C", "C", "C", "C", "C", "C", "C", "C", "C", "C", "C", "C", "C", "C", "C", "C", "C", "C", "C", "C", "H", "H", "H", "H", "H", "H", "H", "H", "H", "H", "H", "H", "H", "H", "H", "H", "H", "H", "H", "H", "H", "H", "H", "H", "H", "H", "H", "H", "H", "H"],
  "positions_angstrom": [[-0.822, -0.305, -1.816], [1.199, 0.358, -2.778], [-0.726, -2.369, -2.851], [0.483, 1.959, 3.510], [0.337, 2.601, -1.597], [-2.845, 0.337, -1.796], [-0.567, -0.616, 0.176], [0.061, -4.265, -0.956], [-0.511, -5.011, -2.929], [2.464, 2.670, -2.493], [2.538, 1.075, 3.049], [-0.851, 1.903, -1.525], [-1.432, -1.417, 0.849], [-0.134, -6.255, -2.221], [3.222, 2.183, 3.750], [1.359, 2.024, -2.242], [-4.435, 2.057, -1.295], [-3.136, 1.624, -1.431], [0.375, 0.070, 0.881], [-1.422, -1.503, 2.225], [0.413, 0.057, 2.257], [3.331, -0.062, 2.588], [4.163, 0.256, 1.355], [-1.970, 2.513, -1.285], [1.205, 1.114, 3.011], [-5.192, -0.129, -1.926], [-3.862, -0.508, -2.048], [0.281, -5.730, -0.826], [-0.522, -0.725, 2.943], [-0.365, -3.960, -2.163], [-2.151, 3.950, -0.961], [3.276, 3.448, 2.914], [-5.486, 1.165, -1.542], [4.218, 1.820, 4.000], [0.683, -6.739, -2.750], [4.692, -0.632, 1.009], [3.233, 2.214, -2.975], [-0.989, -6.926, -2.181], [-1.229, 4.495, -0.779], [3.799, 4.233, 3.458], [-3.598, -1.510, -2.362], [-0.343, -6.125, -0.028], [-5.969, -0.849, -2.144], [1.068, 0.676, 0.313], [0.335, 3.594, -1.389], [3.531, 0.624, 0.538], [-2.760, 4.043, -0.058], [3.819, 3.274, 1.982], [-4.655, 3.078, -1.014], [-2.160, -1.961, 0.255], [4.908, 1.022, 1.566], [2.608, 3.647, -2.256], [-6.512, 1.497, -1.444], [-2.140, -2.138, 2.725], [-0.543, -0.704, 4.026], [3.983, -0.366, 3.409], [2.666, -0.909, 2.409], [0.305, -3.589, -0.253], [-2.691, 4.447, -1.773], [2.272, 3.814, 2.699], [2.685, 2.360, 4.683], [-0.823, -4.975, -3.890], [1.328, -5.923, -0.602]],
  "homo_lumo_gap_ev": [4.77, 4.77],
  "s2": 2.02,
  "charge": 4,
  "relative_energy_kj_mol": 0.0,
  "fmax_ev_per_a": 0.77,
  "spin_multiplicity": 3
}

=====

{
  "formula": "C14H17BrN3O6W",
  "method": "ωB97M-V with the def2-TZVPD basis set",
  "species": ["W", "Br", "O", "O", "O", "O", "O", "O", "N", "N", "N", "C", "C", "C", "C", "C", "C", "C", "C", "C", "C", "C", "C", "C", "C", "H", "H", "H", "H", "H", "H", "H", "H", "H", "H", "H", "H", "H", "H", "H", "H", "H"],
  "positions_angstrom": [[0.279, -0.176, -0.014], [-0.106, -3.160, 2.230], [2.059, 0.301, -0.771], [-1.151, 1.754, 3.222], [-0.663, 1.139, -1.420], [-3.632, -1.567, 0.185], [-0.018, 1.146, 1.381], [4.157, 0.824, -0.149], [-1.569, -0.681, 0.678], [-0.353, -1.898, -1.282], [1.699, -1.268, 1.269], [-2.016, -0.077, 1.917], [1.506, -2.201, 2.206], [-1.040, 1.040, 2.278], [2.478, -2.537, 3.136], [3.134, 0.241, 0.027], [3.704, -1.900, 3.081], [-1.755, 2.062, -1.054], [-0.563, 2.979, -2.888], [2.925, -0.695, 1.195], [-0.038, 1.576, -2.680], [3.941, -0.974, 2.073], [-1.845, -1.928, -1.358], [-2.465, -1.382, -0.074], [-1.970, 2.896, -2.298], [-0.379, 0.893, -3.461], [1.039, 1.503, -2.556], [-2.165, -1.293, -2.184], [2.265, -3.292, 3.877], [-0.554, 3.258, -3.940], [-2.385, 3.871, -2.055], [-3.025, 0.330, 1.828], [0.047, -1.881, -2.218], [4.473, -2.143, 3.801], [-2.214, -2.935, -1.540], [-0.030, -2.763, -0.852], [-2.651, 2.395, -2.987], [0.044, 3.697, -2.335], [-2.038, -0.787, 2.748], [-2.607, 1.455, -0.758], [-1.405, 2.652, -0.207], [4.889, -0.471, 1.950]],
  "homo_lumo_gap_ev": [7.04, 8.60],
  "s2": 2.01,
  "charge": 1,
  "relative_energy_kj_mol": 0.0,
  "fmax_ev_per_a": 0.40,
  "spin_multiplicity": 3
}

=====

{
  "formula": "C4H6O2",
  "method": "ωB97M-V with the def2-TZVPD basis set",
  "species": ["O", "O", "C", "C", "C", "C", "H", "H", "H", "H", "H", "H"],
  "positions_angstrom": [[-0.413, 0.994, 2.895], [-1.002, -0.886, 0.092], [0.918, -0.276, -1.578], [0.954, 0.407, -0.204], [-0.793, 0.257, 2.030], [-0.253, -0.075, 0.596], [-1.696, -0.385, 2.105], [-0.009, -0.031, -2.106], [0.929, -1.364, -1.468], [1.886, 0.168, 0.328], [1.762, 0.018, -2.207], [0.947, 1.501, -0.305]],
  "homo_lumo_gap_ev": 9.68,
  "smiles": "CCC(=O)C=O",
  "relative_energy_kj_mol": 123.4,
  "fmax_ev_per_a": 0.83
}

=====

{
  "formula": "H36KO18",
  "method": "ωB97M-V with the def2-TZVPD basis set",
  "species": ["K", "O", "O", "O", "O", "O", "O", "O", "O", "O", "O", "O", "O", "O", "O", "O", "O", "O", "O", "H", "H", "H", "H", "H", "H", "H", "H", "H", "H", "H", "H", "H", "H", "H", "H", "H", "H", "H", "H", "H", "H", "H", "H", "H", "H", "H", "H", "H", "H", "H", "H", "H", "H", "H", "H"],
  "positions_angstrom": [[-10.343, 14.205, 0.873], [-10.316, 11.395, 1.573], [-13.088, 14.471, -0.841], [-6.586, 14.280, -2.283], [-12.657, 17.392, -1.617], [-7.534, 10.569, -0.756], [-8.277, 10.530, 3.112], [-11.634, 12.172, -1.334], [-11.871, 15.665, 2.682], [-12.326, 9.997, -0.415], [-8.068, 14.628, 2.316], [-11.681, 17.133, 5.436], [-13.785, 17.539, 1.222], [-8.515, 12.973, 4.501], [-10.825, 14.109, 5.439], [-9.882, 16.738, -0.741], [-6.290, 12.603, 1.009], [-8.738, 13.201, -0.698], [-12.608, 10.353, 2.337], [-9.214, 13.368, 5.085], [-11.321, 11.944, -2.209], [-12.905, 17.875, -2.401], [-7.294, 15.190, 2.324], [-7.669, 12.956, 4.972], [-12.414, 16.296, 2.204], [-6.890, 10.133, -1.315], [-11.083, 14.948, 5.048], [-11.698, 17.023, 4.461], [-6.409, 14.953, -1.624], [-13.766, 14.110, -0.267], [-12.987, 16.474, -1.716], [-9.571, 11.013, 2.101], [-9.365, 16.487, -1.505], [-8.083, 14.180, 3.163], [-14.099, 18.386, 1.537], [-8.864, 12.237, -0.823], [-11.485, 13.924, 6.101], [-7.167, 11.403, -0.479], [-12.680, 13.664, -1.209], [-8.120, 13.491, -1.380], [-7.535, 10.715, 2.498], [-12.452, 9.923, 0.560], [-7.084, 13.142, 0.954], [-10.699, 17.050, -1.148], [-12.563, 9.686, 3.029], [-12.907, 9.349, -0.805], [-13.560, 17.671, 0.295], [-12.475, 14.955, 2.847], [-10.281, 10.930, 0.713], [-5.845, 13.680, -2.102], [-11.729, 10.806, 2.271], [-12.075, 11.362, -0.975], [-5.869, 12.937, 1.801], [-12.154, 17.930, 5.603], [-8.434, 11.348, 3.630]],
  "homo_lumo_gap_ev": 11.32,
  "charge": 1,
  "relative_energy_kj_mol": 0.0,
  "fmax_ev_per_a": 1.74
}